(1)
A molecular structure, C24H41FeN10O4S3 at a distorted geometry, computed with the ωB97M-V functional and the def2-TZVPD basis.

Summary:
Energy relative to the best compared isomer or geometry (same formula, charge and spin)   0.0 kcal/mol
Orbital gap (spin up / spin down)   5.3 / 4.5 eV
Highest occupied orbital energy (spin up / spin down)   -8.8 / -8.8 eV
LUMO (spin up / spin down)   -0.1294 / -0.1585 hartree

Geometry as ORCA input:
```
! RIJCOSX wB97M-V def2-TZVPD def2/J DEFGRID3
* xyz 1 5
Fe 0.42 0.48 2.14
C 0.83 1.88 4.91
C 0.33 3.09 4.10
N -0.46 2.62 2.90
C -0.33 3.55 1.74
C 0.93 3.28 0.93
N 1.76 2.14 1.43
C 2.84 2.43 2.50
C 2.86 1.41 3.60
N 1.49 0.89 3.99
H -0.08 1.39 5.37
H 1.49 2.18 5.70
H 1.19 3.67 3.73
H -0.25 3.73 4.70
H -1.43 2.48 3.22
H -0.35 4.62 2.10
H -1.19 3.39 1.11
H 1.61 4.16 0.88
H 0.62 2.99 -0.07
H 2.36 1.88 0.63
H 2.77 3.47 2.82
H 3.82 2.32 2.02
H 3.34 1.79 4.51
H 3.43 0.55 3.22
H 1.65 0.03 4.52
C 2.21 -3.34 1.98
C 3.24 -2.31 1.68
N 4.51 -2.33 1.93
N 5.06 -1.28 1.32
C 4.13 -0.54 0.64
S 4.37 0.81 -0.33
N 2.93 -1.20 0.93
N 1.59 -0.74 0.64
H 2.46 -3.87 2.88
H 2.15 -4.03 1.12
H 1.26 -2.88 2.02
H 6.04 -1.07 1.36
H 1.69 -0.31 -0.30
H 0.99 -1.57 0.43
C 4.67 1.07 -4.69
C 3.80 -0.20 -4.72
C 2.28 0.15 -4.72
S 1.63 0.79 -3.12
O 1.04 -0.38 -2.42
C 0.22 1.81 -3.81
C -0.94 0.99 -4.23
C -2.27 1.83 -4.30
H 5.68 0.86 -4.23
H 4.18 1.85 -4.04
H 4.89 1.45 -5.71
H 4.05 -0.87 -3.89
H 3.99 -0.76 -5.68
H 1.72 -0.71 -4.99
H 2.19 0.98 -5.40
H 0.54 2.39 -4.67
H 0.04 2.52 -3.03
H -1.10 0.15 -3.50
H -0.71 0.58 -5.21
H -2.63 2.14 -3.32
H -3.15 1.31 -4.81
H -2.06 2.73 -4.92
O -6.27 -3.03 -3.74
S -6.93 -3.77 -2.66
O -6.58 -5.22 -2.52
O -8.31 -3.40 -2.33
C -6.32 -3.42 -0.95
N -6.96 -4.27 -0.17
C -6.60 -4.23 1.08
C -5.53 -3.42 1.47
C -4.83 -2.65 0.56
N -5.41 -2.54 -0.63
C -3.63 -1.90 0.80
C -2.83 -2.33 1.86
C -1.72 -1.62 2.31
N -1.31 -0.51 1.63
C -1.99 -0.17 0.55
C -3.16 -0.79 0.10
H -7.15 -4.86 1.73
H -5.17 -3.43 2.52
H -3.06 -3.26 2.35
H -1.17 -1.98 3.19
H -1.67 0.78 0.00
H -3.75 -0.41 -0.74
*
```

***

(2)
A molecular structure, C24H41FeNO3Si at a distorted geometry, computed with the ωB97M-V functional and the def2-TZVPD basis.

Summary:
Orbital gap (spin up / spin down)   7.3 / 4.1 eV
Highest occupied orbital energy (spin up / spin down)   -16.9 / -16.9 eV
LUMO (spin up / spin down)   -0.3521 / -0.4677 hartree

Geometry as ORCA input:
```
! RIJCOSX wB97M-V def2-TZVPD def2/J DEFGRID3
* xyz 3 6
C 5.28 -1.81 -1.14
Si 4.72 -0.82 0.38
C 6.01 -1.10 1.76
C 4.58 1.01 -0.09
C 3.87 1.29 -1.49
C 3.28 2.74 -1.53
C 1.98 2.92 -0.67
C 0.71 2.18 -1.25
C -0.57 3.04 -1.13
C -0.93 3.37 0.36
C -2.47 3.30 0.68
C -2.89 2.06 1.50
O -3.55 2.39 2.73
C -4.55 1.42 2.89
O -4.87 0.85 3.88
O -5.04 1.27 1.59
C -3.83 0.94 0.87
C -4.09 0.86 -0.63
C -3.88 -0.54 -1.29
C -4.35 -1.73 -0.40
C -5.06 -2.89 -1.17
C -4.11 -3.97 -1.87
N -2.87 -4.15 -1.22
C 3.08 -1.49 1.15
C 2.11 -0.58 1.68
C 0.99 -1.11 2.26
C 0.84 -2.55 2.34
C 1.78 -3.46 1.79
C 2.91 -2.93 1.20
H 6.17 -2.40 -0.84
H 4.54 -2.51 -1.55
H 5.61 -1.12 -1.93
H 5.69 -0.47 2.60
H 7.03 -0.88 1.42
H 5.89 -2.14 2.10
H 4.08 1.61 0.69
H 5.59 1.42 -0.21
H 4.64 1.13 -2.27
H 3.08 0.48 -1.61
H 4.05 3.40 -1.10
H 3.09 3.06 -2.57
H 1.73 4.00 -0.70
H 2.22 2.66 0.37
H 0.89 2.01 -2.36
H 0.54 1.20 -0.75
H -1.43 2.49 -1.56
H -0.50 3.98 -1.69
H -0.34 2.68 0.99
H -0.56 4.38 0.61
H -2.63 4.17 1.34
H -3.10 3.46 -0.22
H -2.00 1.50 1.84
H -3.51 0.02 1.41
H -3.53 1.62 -1.21
H -5.16 1.10 -0.80
H -4.39 -0.58 -2.28
H -2.80 -0.64 -1.53
H -3.47 -2.06 0.19
H -5.07 -1.37 0.36
H -5.64 -3.45 -0.41
H -5.79 -2.47 -1.88
H -3.95 -3.74 -2.94
H -4.65 -4.94 -1.85
H -2.17 -3.47 -1.54
H -2.94 -4.15 -0.19
H 2.25 0.50 1.62
H 0.24 -0.44 2.70
H -0.05 -2.97 2.84
H 1.67 -4.54 1.84
H 3.68 -3.58 0.77
Fe 1.94 0.56 -2.85
*
```

***

(3)
3 unconnected molecules or ions with the total composition C24H41N4O6S2 at a distorted geometry, computed with the ωB97M-V functional and the def2-TZVPD basis.

Summary:
Energy relative to the best compared isomer or geometry (same formula, charge and spin)   22.2 kcal/mol
Orbital gap   7.9 eV
Highest occupied orbital energy   -10.5 eV
LUMO   -0.0941 hartree

Geometry as ORCA input:
```
! RIJCOSX wB97M-V def2-TZVPD def2/J DEFGRID3
* xyz 1 1
C 2.35 -2.58 0.39
O 1.68 -1.26 0.41
C 1.56 -0.90 -1.01
C 1.66 0.67 -1.27
C 2.58 1.11 -2.42
N 2.49 2.57 -2.40
C 3.20 3.52 -3.35
N 4.45 4.08 -2.78
C 1.61 2.93 -1.31
N 1.05 1.81 -0.61
C 0.09 1.66 0.51
C -0.78 2.94 0.89
C -1.42 3.76 -0.32
N -1.96 2.97 -1.45
C -3.42 2.67 -1.34
C -3.79 1.18 -1.77
C -3.67 0.07 -0.69
C -4.05 -1.42 -1.03
C -4.57 -1.76 -2.47
C -4.66 -0.64 -3.58
C -4.27 0.83 -3.22
O -4.37 1.82 -4.28
H 3.50 -2.48 0.34
H 1.98 -3.22 -0.50
H 2.09 -3.17 1.33
H 0.66 -1.41 -1.49
H 2.50 -1.37 -1.51
H 3.15 0.41 -3.11
H 3.36 2.93 -4.32
H 2.41 4.32 -3.61
H 5.24 3.43 -2.96
H 4.65 4.98 -3.26
H 1.39 4.02 -1.06
H 0.70 1.35 1.45
H -0.59 0.75 0.29
H -0.19 3.65 1.58
H -1.66 2.56 1.55
H -2.29 4.41 0.09
H -0.64 4.53 -0.70
H -1.39 2.16 -1.71
H -3.74 2.84 -0.25
H -4.00 3.42 -2.00
H -3.30 0.24 0.38
H -3.95 -2.24 -0.23
H -4.90 -2.82 -2.77
H -5.01 -0.88 -4.65
H -3.44 2.06 -4.56
C -2.92 3.09 6.39
C -1.74 3.79 7.07
C -0.47 3.38 6.31
S -0.99 3.02 4.63
O -0.78 1.61 4.37
O -0.48 4.05 3.75
C -2.73 3.30 4.90
H -3.88 3.49 6.74
H -2.90 2.02 6.63
H -1.87 4.87 7.00
H -1.66 3.53 8.12
H 0.27 4.18 6.29
H -0.03 2.47 6.72
H -3.31 2.61 4.29
H -2.95 4.33 4.61
C 2.19 -8.12 -1.72
C 3.67 -8.01 -2.08
C 4.01 -6.52 -2.19
S 2.87 -5.67 -1.11
O 2.00 -4.84 -1.91
O 3.59 -5.15 0.03
C 1.96 -7.12 -0.60
H 1.92 -9.13 -1.41
H 1.58 -7.86 -2.59
H 4.28 -8.46 -1.29
H 3.91 -8.54 -3.01
H 5.03 -6.31 -1.88
H 3.85 -6.15 -3.21
H 0.91 -6.87 -0.45
H 2.40 -7.47 0.34
*
```